The following is a quantum chemistry calculation of a structure of composition C17H11CdNO5S at a distorted geometry, from the OMol25 dataset.

Calculated values
- HOMO-LUMO gap (eV) = 7.90
- energy relative to the best compared isomer or geometry (same formula, charge and spin) (eV) = 0.000
- strongest force on any atom (eV/A) = 5.426
- total charge = +2

```
36
C17H11CdNO5S | the OMol25 dataset | ωB97M-V/def2-TZVPD
O -0.065 3.583 -3.056
C -0.061 2.452 -3.141
Cd -0.033 -0.030 -2.992
O -0.069 0.002 -6.614
C -0.070 0.002 -5.465
C -0.077 -2.435 -3.128
O -0.067 -3.571 -3.057
C -2.508 0.004 -3.160
O -3.639 0.005 -3.057
C 2.351 0.004 -3.116
O 3.504 -0.001 -3.070
N -0.266 0.051 -0.810
S 1.006 0.240 0.202
C 0.241 1.593 1.102
C -0.829 2.293 0.566
C -1.450 3.264 1.368
C -0.937 3.530 2.640
C 0.187 2.846 3.131
C 0.802 1.876 2.343
C 0.852 -1.320 1.079
C 0.111 -1.327 2.243
C -0.128 -2.562 2.859
C 0.327 -3.737 2.253
C 0.995 -3.707 1.017
C 1.246 -2.478 0.405
H -1.073 -0.350 -0.294
H -1.209 2.039 -0.426
H -2.322 3.796 0.979
H -1.403 4.284 3.259
H 0.605 3.038 4.118
H 1.668 1.293 2.658
H -0.264 -0.386 2.636
H -0.651 -2.564 3.814
H 0.162 -4.686 2.750
H 1.343 -4.629 0.539
H 1.722 -2.413 -0.573
```



The following is a quantum chemistry calculation of a cluster of 12 separate species, C17H11Cl44I2N2O in total at a distorted geometry, from the OMol25 dataset.

Calculated values
- HOMO-LUMO gap (eV) = 4.81
- strongest force on any atom (eV/A) = 3.310
- total charge = -1

```
77
C17H11Cl44I2N2O | the OMol25 dataset | ωB97M-V/def2-TZVPD
C -2.577 1.861 0.436
C -2.376 1.083 -0.860
I -1.839 2.313 -2.527
C -2.518 -0.252 -1.008
I -3.140 -1.295 0.809
N -2.336 -0.844 -2.164
C -1.550 -2.060 -2.092
C -0.014 -1.902 -2.336
O 0.788 -2.143 -1.177
C 0.404 -0.548 -2.898
N 1.871 -0.573 -3.161
H -2.154 1.336 1.297
H -3.635 2.112 0.595
H -2.009 2.798 0.368
H -1.916 -2.719 -2.900
H -1.673 -2.638 -1.150
H 0.284 -2.675 -3.078
H 0.291 -2.660 -0.536
H -0.129 -0.338 -3.831
H 0.246 0.192 -2.113
H 2.034 -1.067 -4.037
H 2.169 0.380 -3.358
C -0.482 -4.509 2.820
Cl -1.846 -5.481 3.396
Cl -0.357 -3.037 3.791
Cl 1.014 -5.446 2.970
Cl -0.743 -4.079 1.131
C 1.563 5.371 -3.573
Cl 3.196 6.059 -3.618
Cl 0.799 5.748 -2.028
Cl 0.602 6.052 -4.894
Cl 1.651 3.618 -3.751
C 3.391 0.613 -7.082
Cl 4.191 -0.578 -6.047
Cl 2.285 -0.215 -8.188
Cl 2.486 1.750 -6.080
Cl 4.611 1.492 -8.018
C -4.947 -0.217 5.013
Cl -4.521 -1.797 4.356
Cl -6.045 0.610 3.903
Cl -5.740 -0.423 6.587
Cl -3.478 0.744 5.217
C -0.826 1.148 8.389
Cl 0.200 0.549 9.702
Cl -2.501 1.249 8.949
Cl -0.276 2.754 7.892
Cl -0.733 0.040 7.016
C 3.940 1.656 8.329
Cl 5.475 0.891 7.895
Cl 3.867 3.275 7.622
Cl 2.600 0.686 7.717
Cl 3.821 1.778 10.092
C -2.004 7.352 0.695
Cl -3.345 6.328 1.215
Cl -1.973 8.831 1.674
Cl -0.483 6.475 0.907
Cl -2.206 7.771 -1.009
C -5.577 10.346 0.390
Cl -6.165 8.682 0.428
Cl -4.641 10.678 1.853
Cl -4.551 10.580 -1.030
Cl -6.954 11.457 0.308
C 0.047 -7.497 -1.492
Cl 1.094 -8.439 -0.414
Cl 0.623 -5.834 -1.563
Cl 0.092 -8.200 -3.115
Cl -1.610 -7.527 -0.875
C 4.745 -3.324 -1.695
Cl 3.398 -4.290 -1.091
Cl 4.882 -1.840 -0.749
Cl 6.249 -4.257 -1.556
Cl 4.464 -2.921 -3.394
C 4.093 -8.975 -4.673
Cl 3.094 -8.882 -3.222
Cl 4.424 -10.672 -5.057
Cl 3.234 -8.223 -6.025
Cl 5.619 -8.124 -4.399
```



The following is a quantum chemistry calculation of a structure of composition C17H11CoF10N3SbSe4, from the OMol25 dataset.

Calculated values
- HOMO-LUMO gap (alpha / beta) (eV) = 5.87 / 5.39
- spin multiplicity = 4
- <S²> = 3.804
- strongest force on any atom (eV/A) = 0.641
- total charge = -1

```
47
C17H11CoF10N3SbSe4 | the OMol25 dataset | ωB97M-V/def2-TZVPD
Co -0.093 -0.005 -0.271
C 1.421 2.444 -0.723
N 0.285 1.722 -1.299
C 0.570 1.254 -2.661
C 1.425 -0.021 -2.617
N 1.362 -0.601 -1.272
C 2.218 -1.640 -0.949
C 2.548 -1.876 0.390
F 2.084 -1.055 1.344
C 3.397 -2.879 0.806
F 3.673 -3.026 2.107
C 3.994 -3.710 -0.119
F 4.818 -4.690 0.270
C 3.722 -3.504 -1.450
F 4.283 -4.301 -2.368
C 2.853 -2.500 -1.851
F 2.629 -2.418 -3.173
C -0.975 2.466 -1.167
C -1.454 2.400 0.265
N -1.149 1.068 0.820
C -1.635 0.774 2.087
C -1.283 -0.435 2.697
F -0.415 -1.260 2.083
C -1.722 -0.833 3.941
F -1.320 -2.009 4.442
C -2.554 -0.021 4.680
F -2.989 -0.390 5.891
C -2.911 1.188 4.136
F -3.711 2.011 4.828
C -2.466 1.573 2.881
F -2.910 2.780 2.478
H 1.551 3.404 -1.236
H 2.322 1.844 -0.835
H 1.250 2.621 0.338
H 1.061 2.042 -3.244
H -0.383 1.023 -3.137
H 2.471 0.178 -2.876
H 1.018 -0.695 -3.370
H -1.711 1.994 -1.821
H -0.852 3.510 -1.483
H -2.526 2.575 0.242
H -0.990 3.182 0.877
Se -2.666 0.059 -4.171
Sb -3.374 -0.658 -1.980
Se -4.850 -2.659 -2.221
Se -4.577 0.855 -0.542
Se -1.438 -1.781 -0.766
```



The following is a quantum chemistry calculation of a structure of composition C17H11F2HgNTe, from the OMol25 dataset.

Calculated values
- HOMO-LUMO gap (alpha / beta) (eV) = 6.00 / 5.80
- spin multiplicity = 2
- energy relative to the best compared isomer or geometry (same formula, charge and spin) (eV) = 0.123
- <S²> = 0.763
- strongest force on any atom (eV/A) = 0.913
- total charge = -1

```
33
C17H11F2HgNTe | the OMol25 dataset | ωB97M-V/def2-TZVPD
Hg -0.400 -0.926 -0.738
F 4.790 0.417 -2.387
C 4.027 0.124 -1.305
C 2.653 0.172 -1.391
C 1.868 -0.082 -0.271
C 2.487 -0.400 0.955
C 3.878 -0.504 0.956
F 4.572 -0.902 2.064
C 4.669 -0.243 -0.143
C 1.635 -0.608 2.172
C 2.135 -1.014 3.419
C 1.264 -1.247 4.469
C -0.094 -1.048 4.286
C -0.502 -0.606 3.039
N 0.321 -0.401 2.020
H 2.201 0.430 -2.344
H 5.745 -0.330 -0.085
H 3.189 -1.157 3.577
H 1.646 -1.587 5.424
H -0.808 -1.235 5.077
H -1.553 -0.411 2.841
Te -1.611 1.217 -2.656
C -3.686 1.185 -3.054
C -4.390 2.391 -3.114
C -5.741 2.422 -3.438
C -6.426 1.242 -3.698
C -5.745 0.034 -3.620
C -4.393 0.006 -3.303
H -3.864 3.316 -2.913
H -6.260 3.372 -3.485
H -7.481 1.263 -3.944
H -6.272 -0.893 -3.818
H -3.875 -0.943 -3.246
```



The following is a quantum chemistry calculation of a structure of composition C17H11N4O4PtS, from the OMol25 dataset.

Calculated values
- HOMO-LUMO gap (alpha / beta) (eV) = 7.59 / 7.59
- energy relative to the best compared isomer or geometry (same formula, charge and spin) (eV) = 1.879
- strongest force on any atom (eV/A) = 0.870
- total charge = +1

```
38
C17H11N4O4PtS | the OMol25 dataset | ωB97M-V/def2-TZVPD
Pt 0.041 -0.030 0.139
N -2.012 -2.923 2.105
C -2.339 -3.423 0.841
C -3.015 -4.571 0.443
C -3.137 -4.763 -0.917
C -2.610 -3.845 -1.846
C -1.944 -2.710 -1.441
C -1.812 -2.518 -0.070
N -1.195 -1.497 0.653
C -1.332 -1.781 1.932
C -0.743 -0.891 2.928
C -0.665 -0.983 4.276
S 0.224 0.334 4.888
C 0.439 0.940 3.315
N -0.121 0.218 2.387
H -2.261 -3.334 2.989
H -3.425 -5.275 1.155
H -3.649 -5.643 -1.280
H -2.734 -4.040 -2.903
H -1.539 -1.999 -2.149
H -1.055 -1.748 4.930
H 0.978 1.855 3.116
O 1.157 1.532 -0.267
C 2.400 1.496 -0.470
C 3.215 0.368 -0.652
C 4.600 0.621 -0.849
C 5.440 -0.411 -1.066
C 4.973 -1.744 -1.107
C 3.653 -2.014 -0.921
C 2.714 -0.970 -0.687
O 1.483 -1.306 -0.529
N 6.872 -0.141 -1.275
O 7.584 -1.093 -1.514
O 7.247 1.009 -1.177
H 2.875 2.475 -0.539
H 4.988 1.631 -0.825
H 5.684 -2.539 -1.289
H 3.275 -3.027 -0.953
```



The following is a quantum chemistry calculation of the molecule C17H11N5O at a distorted geometry, from the OMol25 dataset.

Calculated values
- HOMO-LUMO gap (eV) = 7.16
- energy relative to the best compared isomer or geometry (same formula, charge and spin) (eV) = 2.443
- strongest force on any atom (eV/A) = 6.615

```
34
C17H11N5O | the OMol25 dataset | ωB97M-V/def2-TZVPD
N -2.242 -1.100 3.314
C -1.764 -1.511 2.337
C -1.391 -1.925 1.066
C -1.928 -3.122 0.473
C -1.799 -3.400 -0.936
C -0.911 -2.600 -1.777
C -0.330 -1.554 -1.108
C 0.639 -0.902 -1.824
N 1.567 -0.531 -2.336
C -0.607 -1.115 0.243
N 0.008 0.056 0.692
C -0.543 1.257 0.652
C 0.151 1.948 1.633
C -0.254 3.226 2.107
C -0.729 4.244 1.192
C -1.716 3.604 2.225
N 1.319 1.255 2.017
C 1.226 0.111 1.387
C 2.308 -0.820 1.540
C 3.357 -0.657 2.432
N 4.280 -1.743 2.296
C 3.763 -2.398 1.305
O 2.491 -2.037 0.978
H -2.539 -3.777 1.150
H -2.388 -4.284 -1.304
H -0.833 -2.693 -2.779
H -1.602 1.512 0.461
H 0.444 3.686 2.775
H -0.503 5.261 1.522
H -0.858 3.849 0.206
H -2.481 2.861 2.071
H -1.841 4.331 2.963
H 3.429 0.200 3.186
H 4.400 -3.255 0.867
```



The following is a quantum chemistry calculation of a structure of composition C17H12AuBr2ClN2O3 at a distorted geometry, from the OMol25 dataset.

Calculated values
- HOMO-LUMO gap (alpha / beta) (eV) = 7.50 / 3.42
- spin multiplicity = 3
- energy relative to the best compared isomer or geometry (same formula, charge and spin) (eV) = 1.526
- <S²> = 2.029
- strongest force on any atom (eV/A) = 3.263
- total charge = +2

```
38
C17H12AuBr2ClN2O3 | the OMol25 dataset | ωB97M-V/def2-TZVPD
Au 2.222 1.726 -0.038
O -0.589 1.279 -5.450
C 0.095 1.323 -4.269
C -0.363 0.595 -3.172
C 0.286 0.780 -1.913
N 1.340 1.624 -1.800
C 1.735 2.381 -2.882
Br 3.177 3.673 -2.670
C 1.125 2.252 -4.140
H -0.982 0.373 -5.616
H -1.071 -0.205 -3.229
H 0.033 0.264 -0.969
H 1.460 2.858 -4.951
Br 1.873 -0.698 2.317
C 3.083 0.695 2.570
C 3.819 0.681 3.767
C 4.358 1.834 4.288
C 4.347 2.933 3.448
C 3.827 2.850 2.169
N 2.996 1.809 1.859
H 4.098 -0.362 4.183
H 4.821 1.961 5.238
H 4.816 3.855 3.812
H 3.852 3.648 1.431
Cl -6.115 -5.176 0.764
C -5.012 -3.922 0.678
C -5.221 -2.738 -0.035
C -4.191 -1.864 -0.202
C -2.953 -2.101 0.358
C -2.783 -3.175 1.224
C -3.847 -4.049 1.437
C -1.735 -1.218 0.019
O -0.646 -1.807 -0.047
O -2.031 0.018 -0.162
H -6.128 -2.667 -0.602
H -4.275 -1.094 -1.032
H -1.732 -3.382 1.554
H -3.692 -4.948 2.064
```



The following is a quantum chemistry calculation of a structure of composition C17H12AuF6N3O10S2 at a distorted geometry, from the OMol25 dataset.

Calculated values
- HOMO-LUMO gap (alpha / beta) (eV) = 4.06 / 4.06
- energy relative to the best compared isomer or geometry (same formula, charge and spin) (eV) = 0.523
- strongest force on any atom (eV/A) = 1.364
- total charge = -2

```
51
C17H12AuF6N3O10S2 | the OMol25 dataset | ωB97M-V/def2-TZVPD
Au -0.084 1.104 0.961
C 1.985 1.283 1.223
H 2.138 1.182 2.302
H 2.525 0.477 0.730
C 0.082 3.264 0.684
C 1.327 3.627 1.221
C 1.520 4.515 2.272
C 2.754 4.722 2.842
C 3.858 3.956 2.363
C 3.745 3.040 1.381
C 2.425 2.693 0.776
H 0.004 3.198 -0.396
H -0.805 3.718 1.122
H 0.658 5.068 2.635
H 2.891 5.459 3.618
H 4.836 4.117 2.806
H 4.618 2.489 1.056
H 2.484 2.684 -0.318
O -4.340 0.993 -0.096
C -3.126 0.811 -0.158
O -2.272 1.134 0.727
C -2.638 0.116 -1.445
C -3.495 -0.802 -2.055
C -3.118 -1.394 -3.253
C -1.930 -1.108 -3.906
C -1.122 -0.180 -3.279
C -1.438 0.430 -2.071
N 0.142 0.193 -3.942
O 0.444 -0.395 -4.980
O 0.834 1.058 -3.405
N -4.027 -2.363 -3.883
O -3.675 -2.879 -4.936
O -5.072 -2.630 -3.311
H -4.444 -1.019 -1.593
H -1.651 -1.579 -4.834
H -0.758 1.144 -1.637
F 1.198 -3.603 3.923
C 0.942 -2.353 3.515
F 2.072 -1.826 3.043
F 0.588 -1.648 4.597
S -0.436 -2.299 2.232
O 0.089 -1.393 1.236
O -1.599 -1.931 2.973
N -0.620 -3.773 1.709
S 0.464 -4.467 0.800
O 0.150 -5.863 0.721
O 1.817 -4.055 1.045
C 0.087 -3.838 -0.921
F 0.286 -4.816 -1.816
F 0.871 -2.813 -1.259
F -1.185 -3.449 -1.020
```



The following is a quantum chemistry calculation of the molecule C17H12Cl4N2O3 at a distorted geometry, from the OMol25 dataset.

Calculated values
- HOMO-LUMO gap (eV) = 6.61
- energy relative to the best compared isomer or geometry (same formula, charge and spin) (eV) = 3.536
- strongest force on any atom (eV/A) = 4.355

```
38
C17H12Cl4N2O3 | the OMol25 dataset | ωB97M-V/def2-TZVPD
C 3.473 5.753 -7.282
O 4.062 4.645 -6.540
C 3.234 3.737 -5.959
C 3.845 2.753 -5.148
C 3.054 1.919 -4.379
C 1.672 2.136 -4.312
N 0.834 1.457 -3.382
C -0.301 0.766 -3.735
C -0.484 -0.231 -2.851
N 0.484 -0.094 -1.870
C 0.232 -0.812 -0.630
C 1.229 1.060 -2.112
O 2.556 1.588 -1.996
C 1.657 1.642 -0.882
C 0.856 2.804 -0.446
Cl -0.034 3.654 -1.637
C 0.712 3.085 0.884
Cl -0.516 4.129 1.427
C 1.583 2.459 1.932
O 1.485 2.734 3.131
C 2.538 1.434 1.446
Cl 3.624 0.760 2.577
C 2.405 0.909 0.200
Cl 3.371 -0.448 -0.302
C 1.063 3.010 -5.200
C 1.823 3.788 -6.068
H 4.316 6.406 -7.534
H 2.985 5.383 -8.200
H 2.737 6.301 -6.668
H 4.931 2.705 -5.124
H 3.566 1.138 -3.837
H -0.866 0.981 -4.620
H -1.209 -1.041 -2.824
H 1.158 -0.962 -0.074
H -0.541 -0.310 -0.027
H -0.150 -1.797 -0.924
H -0.018 3.136 -5.204
H 1.342 4.469 -6.776
```



The following is a quantum chemistry calculation of a cluster of 2 separate species, C17H12Cl4NO4 in total at a distorted geometry, from the OMol25 dataset.

Calculated values
- HOMO-LUMO gap (eV) = 3.91
- strongest force on any atom (eV/A) = 2.598
- total charge = -1

```
38
C17H12Cl4NO4 | the OMol25 dataset | ωB97M-V/def2-TZVPD
Cl -2.712 -2.148 -0.882
C -1.162 -2.232 -1.590
C -0.989 -2.521 -2.906
Cl -2.303 -2.951 -3.897
C 0.355 -2.506 -3.533
O 0.555 -2.891 -4.684
C 1.451 -1.932 -2.690
Cl 2.967 -1.706 -3.427
C 1.234 -1.603 -1.391
Cl 2.362 -0.748 -0.448
C -0.023 -1.973 -0.697
O -0.065 -2.134 0.528
C -3.502 0.553 -3.483
C -2.176 1.092 -2.975
O -2.236 0.949 -1.529
C -1.121 1.303 -0.855
C -0.960 0.443 0.344
N -0.085 0.755 1.231
C 0.241 0.137 2.325
C 1.197 0.695 3.236
C 1.627 0.027 4.408
C 2.587 0.628 5.213
C 3.099 1.895 4.892
C 2.653 2.549 3.743
C 1.714 1.953 2.917
O -0.380 2.209 -1.187
H -3.404 0.095 -4.478
H -3.912 -0.200 -2.796
H -4.214 1.390 -3.559
H -1.343 0.485 -3.364
H -2.044 2.145 -3.257
H -1.701 -0.335 0.528
H -0.185 -0.840 2.561
H 1.198 -0.957 4.631
H 2.971 0.094 6.083
H 3.879 2.344 5.520
H 3.066 3.509 3.468
H 1.361 2.425 2.000
```



The following is a quantum chemistry calculation of a structure of composition C17H12ClF6N4O5ReS2Se2, from the OMol25 dataset.

Calculated values
- HOMO-LUMO gap (alpha / beta) (eV) = 6.82 / 7.71
- spin multiplicity = 2
- energy relative to the best compared isomer or geometry (same formula, charge and spin) (eV) = 0.113
- <S²> = 0.754
- strongest force on any atom (eV/A) = 0.754
- total charge = +1

```
50
C17H12ClF6N4O5ReS2Se2 | the OMol25 dataset | ωB97M-V/def2-TZVPD
Re 0.489 0.130 0.548
F -0.880 -4.573 1.234
C -1.620 -3.711 1.921
F -2.821 -4.209 2.135
F -1.028 -3.433 3.071
S -1.786 -2.179 0.911
O -0.349 -1.772 0.757
O -2.415 -2.549 -0.308
N -2.609 -1.256 1.841
S -2.357 0.243 2.234
O -3.552 0.977 2.412
O -1.365 0.892 1.352
C -1.545 0.119 3.886
F -0.532 -0.738 3.823
F -2.435 -0.312 4.763
F -1.100 1.313 4.237
Se 3.612 1.373 -1.392
Se 1.714 1.574 -2.666
C 0.831 2.692 -1.370
C 0.519 3.991 -1.733
C 0.052 4.865 -0.766
C -0.041 4.421 0.538
C 0.265 3.104 0.825
N 0.656 2.230 -0.121
C 3.419 -0.403 -0.700
C 4.591 -1.143 -0.813
C 4.672 -2.410 -0.279
C 3.542 -2.915 0.337
C 2.408 -2.138 0.398
N 2.311 -0.878 -0.096
H 0.687 4.309 -2.751
H -0.194 5.886 -1.027
H -0.353 5.070 1.344
H 0.198 2.722 1.830
H 5.431 -0.704 -1.335
H 5.586 -2.983 -0.356
H 3.511 -3.900 0.779
H 1.539 -2.541 0.886
O 1.236 0.675 1.983
Cl -1.345 -2.548 -4.217
C -1.575 -1.172 -3.212
C -2.600 -0.274 -3.448
C -2.727 0.814 -2.601
C -1.842 0.963 -1.551
N -0.850 0.088 -1.327
C -0.718 -0.957 -2.148
H -3.281 -0.430 -4.274
H -3.513 1.542 -2.739
H -1.924 1.791 -0.861
H 0.087 -1.654 -1.954
```